## A
ORCA calculation (ωB97M-V/def2-TZVPD) on one molecule with the formula C3H9NS.

Properties
**SMILES**: NCCCS
**Total charge**: 0
**Lowest unoccupied orbital energy**: 1.0127 eV
**Spin multiplicity**: 1
**HOMO level**: -9.01 eV

```
14
C3H9NS (ωB97M-V/def2-TZVPD)
C 1.0075 0.1762 -0.7512
C -0.0642 -0.2643 0.4087
C -1.3167 -1.0248 0.0199
S -2.7183 0.2699 -0.3693
N 1.8879 1.2183 -0.1450
H 0.2817 0.6190 -1.4386
H 1.6006 -0.6516 -1.2042
H 0.3295 -0.7893 1.3413
H -0.3065 0.7308 0.8946
H -1.7089 -1.5001 0.9598
H -1.1964 -1.8130 -0.6965
H -2.7305 0.7405 0.8645
H 2.7580 1.3060 -0.6812
H 2.1762 0.9823 0.7973
```

=====

## B
ORCA calculation (ωB97M-V/def2-TZVPD) on one molecule with the formula C3H9NS.

Properties
**SMILES**: CNCSC
**Total charge**: 0
**Lowest unoccupied orbital energy**: 0.9617 eV
**Spin multiplicity**: 1
**HOMO level**: -8.55 eV

```
14
C3H9NS (ωB97M-V/def2-TZVPD)
C -0.6694 2.1356 -0.0095
S 0.7201 1.2068 0.7270
H -0.2127 2.9699 -0.5865
H -1.4026 2.6173 0.6300
H -1.1372 1.4354 -0.5704
C 0.8107 -1.6086 -0.9417
C 0.0587 -0.3635 1.1524
N -0.2474 -1.3487 0.1936
H 0.2707 -2.2081 -1.7335
H 1.1599 -0.6950 -1.4216
H 1.7536 -2.1654 -0.6998
H 0.7853 -0.7529 1.7724
H -0.7812 -0.0600 1.7688
H -1.1084 -1.1628 -0.2813
```

=====

Quick one: most stable of them? A

=====

## A
ORCA calculation (ωB97M-V/def2-TZVPD) on C3HAuFO2 as an isolated structure.

Properties
**Total charge**: +2
**Lowest unoccupied orbital energy (spin up / spin down)**: -10.7140 / -14.5343 eV
**Spin multiplicity**: 4
**HOMO level (spin up / spin down)**: -19.93 / -20.41 eV
**<S²>**: 3.76

```
8
C3HAuFO2 (ωB97M-V/def2-TZVPD)
F -0.8132 -0.2263 2.0265
O 0.7512 0.9431 0.1072
O -0.3405 -0.1809 -1.5146
C 1.1657 -0.0192 0.9596
C 0.6150 -0.4162 2.0801
C -0.2483 0.7269 -0.7282
H 0.9170 -1.2691 2.6824
Au -1.0782 -0.6255 -3.0364
```

=====

## B
ORCA calculation (ωB97M-V/def2-TZVPD) on C3HAuFO2 as an isolated structure.

Properties
**Total charge**: +2
**Lowest unoccupied orbital energy (spin up / spin down)**: -11.4747 / -15.0226 eV
**Spin multiplicity**: 4
**HOMO level (spin up / spin down)**: -18.09 / -23.45 eV
**<S²>**: 3.76

```
8
C3HAuFO2 (ωB97M-V/def2-TZVPD)
H -1.5151 -0.6076 1.1702
O 0.4843 -1.1430 0.2850
O 0.3686 1.0021 -0.2530
C -0.8563 -0.8151 0.1987
C -0.8900 0.5122 -0.0966
C 1.2349 -0.0761 -0.1474
F -1.8165 1.1696 -0.7729
Au 2.9900 -0.0421 -0.3839
```

=====

Quick one: most stable of them? B